This record from the Open Molecules 2025 dataset describes a gas-phase ion, C11H17BrN (charge +1) in a non-equilibrium geometry. The level of theory is wB97M-V/def2-TZVPD.

Structure (XYZ):
```
30
C11H17BrN wB97M-V/def2-TZVPD
C -1.488 -0.433 1.817
C -1.468 -1.079 0.386
C -0.043 -1.178 -0.193
C 0.151 -1.827 -1.620
C 0.734 -1.893 0.763
N 0.501 0.230 -0.333
C -0.130 1.369 -0.748
C -1.350 1.222 -1.630
C 0.277 2.588 -0.328
C 1.159 2.705 0.693
C 2.053 1.649 0.875
C 1.864 0.450 0.230
Br 3.464 -0.647 -0.079
H -2.537 0.005 2.028
H -1.242 -1.170 2.538
H -0.665 0.282 1.893
H -2.207 -0.592 -0.197
H -1.799 -2.081 0.544
H 1.162 -1.555 -1.901
H 0.052 -2.856 -1.442
H -0.562 -1.550 -2.344
H 1.529 -2.448 0.292
H 0.198 -2.631 1.294
H 1.315 -1.187 1.462
H -2.320 1.449 -1.398
H -1.211 2.089 -2.400
H -1.323 0.350 -2.249
H -0.441 3.328 -0.629
H 1.536 3.614 0.990
H 2.793 1.798 1.685
```

## Properties
Electronic energy   -83206.2126 eV
Energy above the lowest of the compared OMol25 structures with the same formula, charge and spin   1.330 eV
HOMO-LUMO gap   8.60 eV
Net charge   +1

---

This record from the Open Molecules 2025 dataset describes a molecular structure, C13H28AlN2P2 in a non-equilibrium geometry. The level of theory is wB97M-V/def2-TZVPD.

Structure (XYZ):
```
46
C13H28AlN2P2 wB97M-V/def2-TZVPD
Al 0.182 -0.042 -1.042
H -3.179 -0.485 -1.411
H -3.181 0.276 -1.406
P 0.311 -2.366 -1.296
P 0.314 2.289 -1.245
C 0.528 3.263 0.313
H 0.708 4.334 0.110
H -0.377 3.148 0.933
H 1.380 2.844 0.873
C 1.721 2.891 -2.279
H 1.615 2.472 -3.292
H 1.747 3.995 -2.326
H 2.663 2.516 -1.847
C -1.135 3.137 -2.033
H -2.023 3.006 -1.391
H -0.944 4.215 -2.175
H -1.334 2.667 -3.010
C 1.817 -2.946 -2.194
H 1.830 -4.046 -2.298
H 1.834 -2.471 -3.188
H 2.710 -2.616 -1.638
C 0.343 -3.405 0.234
H -0.614 -3.285 0.768
H 0.512 -4.472 0.008
H 1.147 -3.034 0.892
C -1.049 -3.161 -2.274
H -1.135 -2.643 -3.244
H -0.853 -4.235 -2.444
H -2.002 -3.048 -1.730
H 0.364 -0.048 -2.777
H 1.744 -0.046 -0.735
N -2.129 -0.672 2.377
C -1.865 -0.708 1.054
N -0.650 -0.182 0.737
C -0.125 0.136 1.945
C 1.138 0.641 2.264
C 1.427 0.891 3.620
C 0.467 0.621 4.621
C -0.784 0.087 4.276
C -1.035 -0.143 2.927
H -2.989 -1.015 2.862
H -2.550 -1.145 0.367
H 1.882 0.829 1.505
H 2.394 1.288 3.899
H 0.699 0.813 5.660
H -1.525 -0.144 5.032
```

## Properties
Electronic energy   -42084.8928 eV
HOMO-LUMO gap   8.33 eV
Net charge   +1

---

In u, the M values for the records above are, in order, 243.2 301.3.